# C18H19Cl5IN4OTl

A structure of composition C18H19Cl5IN4OTl at a distorted geometry (wB97M-V/def2-TZVPD, the OMol25 dataset).

Values from the calculation:
Net charge = -2
Max |F| = 4.38 eV Å⁻¹
HOMO level (alpha / beta) = 2.31 / 0.74 eV

Positions of all 49 atoms, in Å:
C1 -1.287 0.394 -2.842
I1 0.679 2.851 -2.882
H1 -1.915 -0.068 -3.619
H2 -0.307 -0.096 -2.850
H3 -1.223 1.484 -3.052
C2 0.157 3.275 1.359
C3 -1.061 3.688 0.951
N1 -1.061 3.656 -0.441
C4 0.142 3.216 -0.886
N2 0.906 3.006 0.215
H4 0.576 3.157 2.341
H5 -1.925 4.003 1.506
C5 2.264 -3.373 -2.173
C6 0.529 -2.241 -1.239
N3 1.874 -2.228 -1.497
H6 1.041 -5.124 -2.729
N4 0.131 -3.479 -1.668
H7 3.278 -3.523 -2.500
Tl1 -0.652 -1.009 0.003
C7 -1.974 0.162 -1.495
O1 -3.074 0.489 -1.124
C8 1.174 -4.154 -2.284
C9 -1.220 -3.994 -1.559
H8 -1.200 -5.076 -1.747
H9 -1.904 -3.527 -2.288
H10 -1.632 -3.825 -0.550
C10 2.772 -1.147 -1.143
H11 3.775 -1.404 -1.508
H12 2.825 -1.014 -0.050
H13 2.461 -0.194 -1.601
C11 2.287 2.562 0.191
H14 2.796 2.993 -0.680
H15 2.346 1.463 0.146
H16 2.770 2.904 1.114
C12 -2.176 4.026 -1.293
H17 -1.793 4.451 -2.228
H18 -2.776 4.775 -0.765
H19 -2.808 3.154 -1.515
Cl1 1.532 -2.665 1.863
C13 0.413 -1.704 2.809
C14 -0.555 -0.930 2.152
C15 -1.421 -0.147 2.936
Cl2 -2.640 0.828 2.162
C16 -1.334 -0.133 4.339
Cl3 -2.389 0.845 5.266
C17 -0.358 -0.932 4.984
Cl4 -0.233 -0.924 6.683
C18 0.516 -1.736 4.210
Cl5 1.673 -2.735 4.976



# C6H15N3O

A cluster of 2 separate species, C6H15N3O in total at a distorted geometry (wB97M-V/def2-TZVPD, the OMol25 dataset).

Values from the calculation:
Net charge = 0
Max |F| = 4.71 eV Å⁻¹
HOMO level = -8.48 eV
Energy above the lowest of the compared OMol25 structures with the same formula, charge and spin = 2.169 eV

Positions of all 25 atoms, in Å:
C1 0.873 -0.114 -1.809
N1 -0.100 -0.813 -0.978
N2 0.394 -1.381 0.202
C2 1.138 -2.537 0.262
N3 1.177 -3.234 -0.917
O1 1.706 -2.868 1.289
H1 1.408 -0.810 -2.462
H2 0.359 0.598 -2.458
H3 1.612 0.409 -1.193
H4 -1.177 -0.405 -0.814
H5 0.566 -0.755 0.980
H6 0.501 -2.997 -1.624
H7 1.502 -4.184 -0.833
C3 -2.053 0.923 0.132
C4 -0.905 1.393 0.707
C5 -0.093 2.477 0.070
C6 -0.592 1.124 2.146
H8 -2.736 0.314 0.708
H9 -2.458 1.419 -0.739
H10 -0.333 2.599 -0.984
H11 0.972 2.282 0.198
H12 -0.300 3.427 0.569
H13 -1.184 0.296 2.533
H14 0.449 0.814 2.263
H15 -0.723 2.023 2.753



# C3H9NOS

A cluster of 2 separate species, C3H9NOS in total at a distorted geometry (wB97M-V/def2-TZVPD, the OMol25 dataset).

Values from the calculation:
Net charge = 0
Max |F| = 4.31 eV Å⁻¹
HOMO level = -8.70 eV
Energy above the lowest of the compared OMol25 structures with the same formula, charge and spin = 3.037 eV

Positions of all 15 atoms, in Å:
C1 0.107 2.573 0.464
C2 -0.964 -1.610 -1.428
C3 0.818 1.354 0.658
N1 -0.208 -2.482 -0.539
O1 1.826 -0.496 2.079
S1 1.030 0.682 2.176
H1 0.654 3.165 -0.339
H2 -0.978 2.470 0.251
H3 0.112 3.069 1.521
H4 -2.090 -1.646 -1.123
H5 -0.480 -0.664 -1.252
H6 -0.720 -2.033 -2.442
H7 0.411 -2.009 0.207
H8 1.280 0.847 -0.136
H9 -0.796 -3.219 -0.097



# C5H8N2

The molecule C5H8N2 at a distorted geometry (wB97M-V/def2-TZVPD, the OMol25 dataset).

Values from the calculation:
Net charge = 0
Max |F| = 1.25 eV Å⁻¹
HOMO level = -7.58 eV
Energy above the lowest of the compared OMol25 structures with the same formula, charge and spin = 5.137 eV

Positions of all 15 atoms, in Å:
C1 1.053 -1.546 0.113
C2 0.994 -0.108 0.542
C3 -1.148 0.375 -0.419
C4 -1.057 -0.514 -1.376
N1 -0.762 -1.217 -2.341
N2 -0.186 0.457 0.638
C5 -0.206 1.728 1.361
H1 0.183 -2.102 0.493
H2 1.227 -1.858 -0.922
H3 1.936 -1.835 0.674
H4 0.123 -0.819 -2.683
H5 -1.582 1.331 -0.679
H6 -0.028 2.525 0.637
H7 0.608 1.699 2.083
H8 -1.157 1.884 1.878



# C21H22N4O4S

The molecule C21H22N4O4S at a distorted geometry (wB97M-V/def2-TZVPD, the OMol25 dataset).

Values from the calculation:
Net charge = 0
Max |F| = 1.23 eV Å⁻¹
HOMO level = -8.67 eV
Energy above the lowest of the compared OMol25 structures with the same formula, charge and spin = 2.543 eV

Positions of all 52 atoms, in Å:
C1 -2.040 -1.779 -2.568
O1 -0.797 -1.123 -2.697
C2 0.217 -1.459 -1.854
C3 0.072 -2.208 -0.689
C4 1.169 -2.432 0.121
C5 2.427 -1.926 -0.205
C6 3.532 -2.156 0.751
O2 3.575 -3.130 1.468
C7 4.556 -1.044 0.888
S1 3.742 0.297 1.836
C8 3.028 1.174 0.512
N1 3.520 1.303 -0.691
N2 2.615 1.959 -1.427
C9 1.591 2.240 -0.670
C10 0.334 2.886 -1.128
N3 -0.800 2.019 -0.885
C11 -1.792 2.372 -0.030
O3 -1.813 3.452 0.531
C12 -2.822 1.324 0.201
C13 -4.171 1.672 0.224
C14 -5.131 0.724 0.491
C15 -4.766 -0.595 0.780
O4 -5.787 -1.449 1.038
C16 -5.492 -2.786 1.364
C17 -3.417 -0.938 0.790
C18 -2.458 0.017 0.494
N4 1.802 1.768 0.597
C19 0.975 1.872 1.766
C20 2.576 -1.234 -1.409
C21 1.485 -0.992 -2.212
H1 -2.622 -1.473 -3.436
H2 -1.917 -2.865 -2.579
H3 -2.566 -1.474 -1.658
H4 -0.887 -2.614 -0.407
H5 1.062 -2.994 1.037
H6 5.396 -1.379 1.494
H7 4.887 -0.608 -0.050
H8 0.438 3.111 -2.193
H9 0.138 3.813 -0.577
H10 -0.838 1.144 -1.384
H11 -4.451 2.695 0.024
H12 -6.180 0.975 0.499
H13 -6.454 -3.265 1.539
H14 -4.885 -2.854 2.272
H15 -4.980 -3.297 0.542
H16 -3.102 -1.940 1.039
H17 -1.413 -0.261 0.521
H18 0.430 0.940 1.930
H19 0.264 2.687 1.646
H20 1.604 2.064 2.635
H21 3.544 -0.889 -1.735
H22 1.591 -0.437 -3.130



# C4H17Ba3O5

A structure of composition C4H17Ba3O5 at a distorted geometry (wB97M-V/def2-TZVPD, the OMol25 dataset).

Values from the calculation:
Net charge = +5
Max |F| = 3.59 eV Å⁻¹
HOMO level = -19.42 eV
Energy above the lowest of the compared OMol25 structures with the same formula, charge and spin = 1.723 eV

Positions of all 29 atoms, in Å:
Ba1 -3.497 -1.117 4.909
Ba2 -2.758 -5.024 0.789
Ba3 -5.700 0.892 -1.588
O1 -2.258 -0.813 0.364
H1 -1.590 -1.209 -0.230
C1 0.695 2.967 5.747
O2 -0.193 2.421 4.843
H2 1.675 2.504 5.631
H3 0.816 4.049 5.714
H4 0.484 2.829 6.808
H5 0.167 2.294 3.962
C2 2.378 -0.525 1.089
O3 1.480 0.561 1.116
H6 2.103 -1.319 1.783
H7 2.419 -0.986 0.102
H8 3.391 -0.213 1.342
H9 0.592 0.271 0.893
C3 -0.191 2.156 -3.662
O4 -1.187 2.774 -2.940
H10 -0.673 1.978 -4.624
H11 0.584 2.919 -3.731
H12 0.292 1.246 -3.306
H13 -1.120 3.731 -2.978
C4 0.173 -3.662 -3.985
O5 0.285 -4.076 -2.687
H14 0.932 -2.900 -4.164
H15 0.379 -4.442 -4.717
H16 -0.856 -3.333 -4.131
H17 1.178 -3.974 -2.349



- What is the formula in the fourth record?
  C5H8N2



- What is the max |F| in the first record?
  4.38 eV Å⁻¹



Please write out number 4 again, unchanged.
# C5H8N2

The molecule C5H8N2 at a distorted geometry (wB97M-V/def2-TZVPD, the OMol25 dataset).

Values from the calculation:
Net charge = 0
Max |F| = 1.25 eV Å⁻¹
HOMO level = -7.58 eV
Energy above the lowest of the compared OMol25 structures with the same formula, charge and spin = 5.137 eV

Positions of all 15 atoms, in Å:
C1 1.053 -1.546 0.113
C2 0.994 -0.108 0.542
C3 -1.148 0.375 -0.419
C4 -1.057 -0.514 -1.376
N1 -0.762 -1.217 -2.341
N2 -0.186 0.457 0.638
C5 -0.206 1.728 1.361
H1 0.183 -2.102 0.493
H2 1.227 -1.858 -0.922
H3 1.936 -1.835 0.674
H4 0.123 -0.819 -2.683
H5 -1.582 1.331 -0.679
H6 -0.028 2.525 0.637
H7 0.608 1.699 2.083
H8 -1.157 1.884 1.878